Entry 1:
Density functional theory data (ωB97M-V with the def2-TZVPD basis set) for a molecular structure, C27H26N4O3Pd.

Properties
**HOMO (spin up / spin down)**: -0.2582 / -0.2582 hartree
**Relative energy (zero: lowest compared OMol25 entry of this formula, charge and spin)**: 155.41 kJ/mol
**Maximum force**: 2.19 eV/Å
**Frontier orbital gap (spin up / spin down)**: 6.92 / 6.92 eV
**Spin multiplicity**: 1
**E**: -1617.06091 hartree

Each line ends with the natural charge from an NBO analysis.
CARTESIAN COORDINATES (ANGSTROEM)
1 Pd -0.5442 -2.0061 -0.1718  1.07
2 O -1.6231 0.0265 -0.1205  -0.75
3 O 1.2563 -0.7361 -0.7200  -0.70
4 O -0.7257 -2.7856 -2.0018  -0.69
5 N 2.7682 1.8159 1.0074  -0.19
6 N -0.5930 -1.6542 1.8401  -0.47
7 N -1.6078 -3.6666 0.5156  -0.47
8 N 2.1058 1.2875 -0.0842  -0.25
9 C 0.7230 2.4818 -3.2800  -0.19
10 C -1.9414 -3.0858 -2.3777  0.40
11 C -2.7007 -3.8652 -0.1135  0.19
12 C -0.3064 1.8627 2.7432  -0.14
13 C 1.9952 1.9748 -1.3201  0.20
14 C 2.9236 3.4075 -3.0008  -0.21
15 C -0.9918 3.3811 1.0312  -0.19
16 C 2.3650 -0.3303 1.4365  -0.42
17 C -3.5479 -3.2324 -4.1971  -0.15
18 C 3.4705 1.1138 3.2681  -0.65
19 C -0.5164 -0.5452 2.4803  0.20
20 C -0.4417 3.1567 2.3192  -0.33
21 C -1.3723 2.3450 0.2240  -0.26
22 C -4.2172 -3.9142 -2.0181  -0.15
23 C 1.8340 -0.0469 0.1348  0.62
24 C -1.2328 0.9714 0.6276  0.42
25 C -0.6755 0.7670 1.9332  -0.30
26 C -1.5628 -3.8499 1.9676  -0.24
27 C 0.8292 1.8284 -2.0617  -0.21
28 C 3.0504 2.7415 -1.7903  -0.26
29 C 2.7736 3.2500 1.2644  -0.42
30 C 2.8770 0.8323 1.9307  0.26
31 C 1.7567 3.2862 -3.7440  -0.22
32 C -2.2899 -2.9273 -3.7347  -0.29
33 C -4.5432 -3.7250 -3.3379  -0.29
34 C -0.4798 -2.9395 2.5113  -0.24
35 C -2.9346 -3.6179 -1.5189  -0.20
36 H -0.5680 -2.8496 3.5953  0.20
37 H 3.7470 4.0054 -3.3709  0.21
38 H 2.3981 3.4454 2.2668  0.22
39 H 2.3413 -1.2939 1.9201  0.23
40 H -1.5232 -2.5416 -4.3949  0.22
41 H -1.3211 -4.8824 2.2219  0.21
42 H 2.1113 3.7390 0.5570  0.24
43 H 0.0317 1.2001 -1.6876  0.26
44 H -3.5524 -4.2689 0.4427  0.17
45 H 3.4817 0.2004 3.8591  0.24
46 H -0.1765 2.3566 -3.8702  0.22
47 H -2.5293 -3.6058 2.4109  0.19
48 H -5.5349 -3.9504 -3.7057  0.21
49 H -0.1620 3.9862 2.9560  0.21
50 H 3.9705 2.8069 -1.2213  0.22
51 H 1.6577 3.8097 -4.6865  0.21
52 H 4.4930 1.4845 3.1796  0.23
53 H 3.7728 3.6699 1.1589  0.20
54 H -1.8198 2.5223 -0.7474  0.21
55 H 2.8858 1.8622 3.8085  0.23
56 H 0.0983 1.6576 3.7327  0.20
57 H -4.9579 -4.3066 -1.3280  0.20
58 H -0.3152 -0.5975 3.5534  0.17
59 H 0.4941 -3.3676 2.2708  0.21
60 H -1.1279 4.4001 0.6830  0.21
61 H -3.7753 -3.0838 -5.2467  0.21


Entry 2:
Density functional theory data (ωB97M-V with the def2-TZVPD basis set) for C4H9NOP2S in the gas phase.

Properties
**HOMO**: -0.3194 hartree
**SMILES**: CN(P=O)C(C)(C)P=S
**Relative energy (zero: lowest compared OMol25 entry of this formula, charge and spin)**: 0.00 kJ/mol
**Maximum force**: 3.67 eV/Å
**Frontier orbital gap**: 7.06 eV
**Spin multiplicity**: 1
**E**: -1368.67140 hartree

Each line ends with the natural charge from an NBO analysis.
CARTESIAN COORDINATES (ANGSTROEM)
1 S -2.1530 -2.4289 0.0112  -0.36
2 P -2.1532 -0.5820 -0.5693  0.63
3 P 1.8732 -1.4431 0.8089  1.44
4 O 2.8316 -2.2796 0.0442  -1.03
5 N 0.6712 -0.8686 -0.3116  -0.79
6 C -0.0458 1.5038 -0.3344  -0.67
7 C 0.6996 -1.2165 -1.6863  -0.48
8 C -0.6184 -0.1744 1.6490  -0.69
9 C -0.3556 0.0484 0.1134  -0.10
10 H 0.2941 0.1570 2.2856  0.23
11 H -0.0769 -1.7996 -2.2592  0.21
12 H -1.4745 0.5114 1.8870  0.22
13 H 0.8275 -0.4726 -2.4645  0.20
14 H 1.5303 -1.9385 -1.8038  0.25
15 H 0.8548 1.8218 0.2860  0.22
16 H -0.9344 -1.2817 1.8609  0.25
17 H 0.3435 1.8394 -1.3068  0.24
18 H -0.9211 2.1692 -0.1166  0.22


Entry 3:
Density functional theory data (ωB97M-V with the def2-TZVPD basis set) for 2 unconnected molecules or ions with the total composition C4H10ClNS.

Properties
**HOMO (spin up / spin down)**: -0.3431 / -0.2879 hartree
**Relative energy (zero: lowest compared OMol25 entry of this formula, charge and spin)**: 309.80 kJ/mol
**Maximum force**: 4.03 eV/Å
**Frontier orbital gap (spin up / spin down)**: 9.16 / 3.65 eV
**Spin multiplicity**: 1
**E**: -1071.38661 hartree

Each line ends with the natural charge from an NBO analysis.
CARTESIAN COORDINATES (ANGSTROEM)
1 Cl 1.8074 0.8727 -3.7338  -0.07
2 S -1.1256 1.4925 1.0776  0.58
3 N -2.1315 0.4111 1.5855  -0.89
4 C 0.0880 -0.8255 0.0984  -0.66
5 C 1.2878 1.2805 -0.3267  -0.65
6 C -0.8094 0.8763 -1.5139  -0.64
7 C 0.0054 0.5964 -0.3188  -0.06
8 H -0.9638 -1.2594 0.0557  0.24
9 H -0.8861 1.9157 -1.7121  0.22
10 H -0.2696 0.4923 -2.4064  0.22
11 H 1.8778 1.0416 0.5595  0.23
12 H 0.6526 -1.5207 -0.5748  0.23
13 H 0.4293 -0.9600 1.2110  0.23
14 H -1.7928 0.3852 -1.3364  0.23
15 H 1.8590 1.1628 -1.2709  0.23
16 H 1.0796 2.2486 -0.5413  0.22
17 H -2.8684 0.8317 2.0007  0.35


Entry 4:
Density functional theory data (ωB97M-V with the def2-TZVPD basis set) for a molecular structure, C31H30Cl2N5O3Pd.

Properties
**Total charge**: +1
**HOMO**: -0.3754 hartree
**Relative energy (zero: lowest compared OMol25 entry of this formula, charge and spin)**: 197.70 kJ/mol
**Maximum force**: 0.47 eV/Å
**Frontier orbital gap**: 6.64 eV
**Spin multiplicity**: 1
**E**: -2746.91778 hartree

Each line ends with the Mulliken charge.
CARTESIAN COORDINATES (ANGSTROEM)
1 Pd -0.9223 -0.4763 0.2759  0.35
2 Cl 5.4511 -0.6612 -1.7368  -0.20
3 Cl 1.3900 2.2045 -3.9022  -0.20
4 O 2.6418 0.2833 0.4813  -0.52
5 O -1.9577 -0.9113 2.0322  -0.96
6 O 0.7954 -0.8166 1.1350  -0.52
7 N 3.0162 -0.2648 -3.4940  -0.09
8 N -0.4085 -0.9140 3.6756  0.26
9 N -2.6805 0.0849 -0.5902  -0.09
10 N -1.6215 -2.8725 3.0546  0.10
11 N -0.7281 1.9497 0.0702  0.70
12 C -0.4094 0.5468 3.6698  -1.09
13 C 2.7224 -1.5408 -2.9129  -0.37
14 C -0.0138 4.2067 0.3529  -1.04
15 C 1.6212 -2.9849 -1.3375  -0.94
16 C 0.2050 2.8206 0.3897  -0.48
17 C 3.4454 0.8480 -2.7640  -0.96
18 C 4.3354 3.1371 -1.3840  -0.51
19 C 4.9906 1.9263 -1.2332  -0.65
20 C -2.9507 1.4177 -0.6777  0.19
21 C 1.1446 -0.5208 -1.2079  1.21
22 C -2.5071 -3.4186 2.0265  -0.69
23 C 2.2031 -4.0959 -1.9197  -0.74
24 C -4.8207 -0.4308 -1.4931  -1.08
25 C -1.2423 4.6661 -0.0388  -0.76
26 C 2.8077 2.0870 -2.8867  0.97
27 C 1.8591 -1.7038 -1.8319  0.51
28 C 0.5662 -1.4687 4.6038  -1.06
29 C -1.3111 -1.5650 2.9266  0.85
30 C -1.9436 2.3885 -0.3122  -0.01
31 C -5.1306 0.9013 -1.5586  -0.48
32 C -3.5472 4.1744 -0.8421  -0.89
33 C 1.6184 -0.2992 0.2407  0.23
34 C -3.5743 -0.8005 -0.9898  -0.13
35 C 3.2953 -2.6632 -3.5018  -0.39
36 C -1.3425 -3.7248 4.2090  -1.21
37 C -4.1915 1.8634 -1.1491  0.88
38 C 4.5607 0.8089 -1.9234  0.71
39 C 3.2390 3.2222 -2.2234  -0.68
40 C -4.4740 3.2706 -1.2124  -1.03
41 C 3.0361 -3.9323 -3.0202  -0.68
42 C -2.2511 3.7499 -0.3928  1.11
43 H 4.6859 4.0139 -0.8570  0.41
44 H 0.2846 -1.2660 5.6391  0.35
45 H -5.5163 -1.1934 -1.8113  0.43
46 H -5.4471 3.5838 -1.5673  0.41
47 H -3.2973 -1.8419 -0.8925  0.50
48 H -2.1128 -3.2081 1.0322  0.06
49 H 1.5236 -0.9874 4.4053  0.36
50 H -1.5430 -3.2023 5.1430  0.40
51 H -3.5112 -3.0008 2.0987  0.29
52 H -6.0934 1.2290 -1.9304  0.44
53 H -1.4516 5.7276 -0.0877  0.44
54 H 0.7074 -2.5288 4.4670  0.32
55 H 1.1705 2.4134 0.6739  0.61
56 H 0.0419 -0.7692 -1.3490  0.53
57 H 2.0064 -5.0832 -1.5239  0.44
58 H 0.6239 0.8892 3.6833  0.36
59 H 3.4946 -4.7917 -3.4907  0.40
60 H -0.8928 0.9317 2.7810  0.23
61 H 5.8522 1.8382 -0.5866  0.43
62 H 1.2808 0.3865 -1.7865  -0.27
63 H -2.5537 -4.4961 2.1543  0.44
64 H -3.7568 5.2353 -0.8878  0.44
65 H -2.0125 -4.5784 4.1591  0.39
66 H 2.4247 -0.0311 -4.2763  0.40
67 H 3.9699 -2.5117 -4.3342  0.49
68 H 2.7148 4.1562 -2.3724  0.48
69 H -0.3275 -4.1147 4.2153  0.39
70 H 0.9601 -3.1004 -0.4845  0.38
71 H 0.7845 4.8829 0.6237  0.48
72 H -0.9261 0.9258 4.5547  0.38


Entry 5:
Density functional theory data (ωB97M-V with the def2-TZVPD basis set) for 3 unconnected molecules or ions with the total composition C7H24O15P4.

Properties
**HOMO**: -0.3724 hartree
**SMILES**: O=P(O)(O)COP(=O)(O)O.COP(=O)(OC)OC.COP(=O)(OC)OC
**Maximum force**: 7.54 eV/Å
**Frontier orbital gap**: 8.50 eV
**Spin multiplicity**: 1
**E**: -2775.36144 hartree

Each line ends with the natural charge from an NBO analysis.
CARTESIAN COORDINATES (ANGSTROEM)
1 P -1.3432 -5.5541 -2.1536  2.50
2 P 3.7146 0.5903 1.6299  2.30
3 P 0.3258 -0.1547 1.6227  2.54
4 P -0.8969 4.2932 0.1422  2.40
5 O -0.9984 5.8785 -0.1988  -0.84
6 O 4.2213 1.4655 2.8810  -0.97
7 O 0.2312 -5.1719 -2.0592  -0.85
8 O 1.2702 0.4716 0.5060  -0.80
9 O -1.8233 -5.7729 -3.5216  -1.08
10 O -1.0838 0.5567 1.4621  -0.98
11 O 0.1987 -1.6893 1.2713  -0.98
12 O 4.7769 0.5159 0.6279  -1.09
13 O 3.3363 -0.8832 2.1393  -1.00
14 O -1.8419 -4.0858 -1.7405  -0.77
15 O -1.1492 -7.0639 -1.5487  -0.76
16 O 0.7812 0.0639 3.0008  -1.14
17 O 0.0863 3.9467 1.2097  -1.08
18 O -2.2023 4.3561 1.1841  -0.71
19 O 0.1345 4.0330 -1.1083  -0.71
20 C -1.1590 -7.2269 -0.1188  -0.27
21 C 2.2063 1.4315 1.0181  -0.46
22 C -1.0464 -3.1814 -0.9538  -0.24
23 C -1.0788 6.8166 0.8734  -0.24
24 C 1.1666 -5.9285 -2.8238  -0.25
25 C 0.1885 4.8625 -2.2787  -0.25
26 C -3.5261 4.1822 0.6416  -0.28
27 H -3.6449 3.1812 0.2261  0.18
28 H 1.0903 -2.0678 1.3325  0.53
29 H 0.7036 -6.3471 -3.7168  0.21
30 H 3.4270 1.8181 3.3130  0.50
31 H -0.5998 6.4318 1.7729  0.21
32 H 2.5626 2.0943 0.2324  0.25
33 H -2.1321 -6.9591 0.2941  0.18
34 H -0.2971 -2.7117 -1.5867  0.20
35 H 4.0749 -1.2413 2.6483  0.52
36 H -3.7319 4.9286 -0.1312  0.18
37 H 0.7470 5.7686 -2.0537  0.20
38 H 0.7114 4.3028 -3.0518  0.19
39 H -0.5660 -3.6890 -0.1240  0.18
40 H -0.8028 5.1212 -2.6415  0.19
41 H -0.9636 -8.2738 0.0968  0.20
42 H -0.3806 -6.6163 0.3472  0.18
43 H 1.9708 -5.2559 -3.1157  0.19
44 H -2.1203 7.0596 1.0843  0.18
45 H -1.7056 -2.4121 -0.5600  0.20
46 H 1.7452 2.0737 1.7691  0.25
47 H -4.2366 4.3102 1.4542  0.20
48 H 1.5862 -6.7306 -2.2150  0.17
49 H -1.3583 0.7414 2.3717  0.53
50 H -0.5688 7.7217 0.5493  0.19


Entry 6:
Density functional theory data (ωB97M-V with the def2-TZVPD basis set) for a molecular structure, C32H35CdN8O3.

Properties
**HOMO (spin up / spin down)**: -0.1542 / -0.2824 hartree
**Maximum force**: 5.72 eV/Å
**Frontier orbital gap (spin up / spin down)**: 3.57 / 7.07 eV
**Spin multiplicity**: 2
**E**: -2071.59013 hartree

Each line ends with the Löwdin spin population.
CARTESIAN COORDINATES (ANGSTROEM)
1 Cd 21.7433 -8.8168 -23.0514  0.17
2 O 20.5610 -9.2715 -21.2629  0.01
3 O 20.9459 -9.6019 -19.1605  0.00
4 O 18.9699 -9.5282 -19.8020  0.00
5 N 20.7452 -11.8363 -15.6768  0.00
6 N 23.4014 -8.5348 -21.8722  0.17
7 N 18.3114 -12.4072 -20.7929  0.00
8 N 20.1488 -9.4051 -20.0655  0.00
9 N 22.1730 -10.8973 -23.2846  0.01
10 N 20.0788 -9.1849 -24.3107  0.04
11 N 15.6868 -9.5061 -20.0847  0.00
12 N 19.5942 -7.3957 -17.3725  0.00
13 C 24.7068 -8.9002 -22.2169  0.11
14 C 21.2371 -9.5741 -14.8354  0.00
15 C 21.5184 -11.5274 -13.4017  0.00
16 C 25.8074 -8.8536 -21.4229  0.02
17 C 18.8457 -8.9636 -26.3723  0.00
18 C 23.3176 -13.5351 -23.5900  0.00
19 C 24.5026 -7.8082 -19.7420  0.03
20 C 22.8432 -13.0944 -22.3264  0.00
21 C 16.1695 -9.3341 -21.3389  0.00
22 C 18.6613 -6.5509 -16.7784  0.00
23 C 19.7878 -8.5812 -25.4780  0.02
24 C 14.6299 -10.9472 -21.4630  0.00
25 C 22.3427 -11.7812 -22.2172  0.00
26 C 18.9637 -14.2322 -21.9275  0.00
27 C 20.3925 -5.3537 -17.5407  0.00
28 C 17.9468 -10.0289 -26.0791  0.00
29 C 19.0801 -5.2064 -16.9470  0.00
30 C 22.4672 -11.4337 -24.5144  0.01
31 C 25.6977 -8.2903 -20.1297  0.20
32 C 17.9136 -13.3268 -21.7303  0.00
33 C 18.2190 -10.7286 -24.9157  0.00
34 C 23.0278 -12.7025 -24.6639  0.00
35 C 15.5729 -10.2701 -22.1641  0.00
36 C 14.7618 -10.5010 -20.1198  0.00
37 C 19.1691 -10.2529 -24.0329  0.00
38 C 21.5702 -10.1309 -13.5903  0.00
39 C 20.6485 -6.6986 -17.7422  0.00
40 C 20.7780 -10.4328 -15.8638  0.00
41 C 23.4393 -7.9198 -20.6089  0.17
42 C 19.5650 -12.7384 -20.3041  0.00
43 C 21.1882 -12.3764 -14.4926  0.00
44 C 19.9687 -13.9343 -20.9919  0.00
45 H 23.1955 -12.9648 -25.6980  0.00
46 H 20.5135 -10.0221 -16.8271  0.00
47 H 23.7252 -14.5314 -23.6772  0.00
48 H 21.1093 -4.6242 -17.8879  0.00
49 H 16.8577 -8.5346 -21.5707  0.00
50 H 17.1451 -10.3741 -26.7151  0.00
51 H 14.4128 -10.9807 -19.2174  0.00
52 H 13.9682 -11.6505 -21.9466  0.00
53 H 20.4625 -7.7560 -25.6521  0.02
54 H 18.8090 -8.4555 -27.3247  0.00
55 H 20.8900 -14.4322 -20.7278  0.00
56 H 19.5829 -8.4052 -17.3422  0.00
57 H 17.7367 -11.6368 -20.4825  0.00
58 H 21.0676 -13.4478 -14.4294  0.00
59 H 18.6064 -4.2619 -16.7234  0.00
60 H 22.5343 -7.4601 -20.2399  0.01
61 H 26.6084 -8.1325 -19.5709  0.01
62 H 21.2204 -8.4946 -14.8643  0.00
63 H 16.9461 -13.1405 -22.1727  0.00
64 H 16.0271 -9.0003 -19.2795  0.00
65 H 15.7354 -10.2155 -23.2304  0.00
66 H 21.5110 -7.2789 -18.0350  0.00
67 H 17.5449 -11.5585 -24.7631  0.00
68 H 18.9894 -15.0831 -22.5920  0.00
69 H 22.0776 -11.4040 -21.2405  0.00
70 H 19.2253 -10.7496 -23.0756  0.00
71 H 21.7377 -11.9509 -12.4326  0.00
72 H 24.3060 -7.1905 -18.8781  0.00
73 H 19.9812 -12.0761 -19.5594  0.00
74 H 21.9262 -9.5973 -12.7214  0.00
75 H 26.7462 -9.2315 -21.8000  0.00
76 H 23.0076 -13.6456 -21.4123  0.00
77 H 17.8027 -7.0156 -16.3166  0.00
78 H 22.2718 -10.7579 -25.3339  0.01
79 H 24.7411 -9.3059 -23.2172  0.01


Which of these has the lowest E? C7H24O15P4


E of number 5 (C7H24O15P4)? -2775.36144 hartree